A structure of composition C17H11CoF10N2O10S3 in a non-equilibrium geometry. Source: the OMol25 dataset; level of theory: ωB97M-V/def2-TZVPD.

Structure (XYZ):
```
54
Properties=species:S:1:pos:R:3:forces:R:3
Co -0.38389 -0.10254 -0.00487 1.7 -0.9 1.3
F -1.01944 5.19881 1.61202 0.0 0.1 0.0
C -0.58947 3.97129 1.85943 0.0 -0.1 -0.1
F 0.42547 4.01760 2.71149 0.0 0.0 0.1
F -1.57286 3.25444 2.38296 0.0 0.0 0.0
S 0.01554 3.20608 0.29483 0.1 0.0 -0.3
O 0.21284 1.79189 0.64608 -0.3 -0.1 0.1
O 1.18897 3.93890 -0.03322 0.0 0.0 0.0
N -1.15949 3.44796 -0.71946 0.1 -0.1 0.2
S -1.96712 2.28795 -1.39041 0.2 -0.1 -0.2
O -2.58629 2.69570 -2.59847 0.0 0.0 0.0
O -1.17209 1.05144 -1.46044 -0.1 -0.4 -0.5
C -3.34566 1.97361 -0.19514 0.2 0.1 0.0
F -3.87787 3.14352 0.13465 -0.1 0.1 0.0
F -2.84631 1.40923 0.90230 -0.1 0.0 0.1
F -4.27291 1.20070 -0.72438 0.0 -0.1 0.0
C 4.50620 -3.47835 3.92900 -0.1 0.1 0.0
C 5.25300 -2.47527 3.05806 0.0 -0.1 0.1
C 6.31147 -3.18686 2.23270 0.0 0.1 -0.1
C 7.00568 -2.22016 1.28778 0.0 0.0 0.0
C 5.98416 -1.60395 0.37340 0.1 -0.1 0.1
C 6.30448 -1.20775 -0.90197 0.0 0.0 0.0
C 5.33866 -0.62941 -1.72353 0.0 0.0 0.0
F 5.70224 -0.24513 -2.95451 0.0 0.0 0.0
C 4.05506 -0.45037 -1.30850 -0.1 0.0 0.0
C 3.70847 -0.84460 -0.00751 -0.1 0.0 -0.2
C 2.35418 -0.62844 0.46330 0.2 -0.1 0.0
O 1.47521 -0.26321 -0.37199 -0.8 0.5 -0.5
C 2.15367 -0.79514 1.83398 -0.2 0.2 0.1
C 3.13424 -1.34164 2.61453 0.2 0.0 0.0
N 4.31886 -1.74553 2.14979 -0.1 0.1 0.0
C 4.66743 -1.41795 0.83812 0.0 0.0 0.1
C 0.88584 -0.38703 2.50558 0.3 -0.1 -0.2
O 0.88802 -0.08560 3.67431 -0.2 -0.1 0.1
O -0.19135 -0.45594 1.76948 -0.7 0.1 -0.2
H 5.23449 -4.08766 4.46313 0.0 0.0 0.0
H 3.89295 -4.13548 3.30932 0.0 0.0 0.0
H 3.86850 -3.00641 4.67413 0.0 0.0 0.0
H 5.73940 -1.73088 3.69420 0.0 0.1 0.0
H 5.83387 -3.98234 1.65223 0.0 0.0 0.1
H 7.02641 -3.64882 2.91219 0.0 0.0 0.0
H 7.76850 -2.73119 0.70058 0.0 0.0 0.0
H 7.51135 -1.43685 1.86137 0.0 0.0 0.0
H 7.31137 -1.33657 -1.27995 0.0 0.0 0.0
H 3.30968 -0.00181 -1.94985 0.0 0.0 0.0
H 2.93660 -1.45453 3.67052 0.0 -0.1 0.0
F -1.84049 -2.39266 2.44629 0.0 0.1 0.1
C -2.09741 -3.15865 1.40760 0.0 -0.1 -0.1
F -3.35783 -3.56716 1.47313 -0.1 0.0 0.0
F -1.29044 -4.21940 1.43670 0.1 -0.1 0.0
S -1.84461 -2.30717 -0.21558 -0.4 -0.1 0.1
O -2.46587 -3.17692 -1.14599 0.1 0.0 -0.1
O -2.36729 -0.94104 -0.06375 0.1 0.2 0.3
O -0.37161 -2.11667 -0.34311 0.0 0.9 -0.2
```
Forces are in eV/Å.

Gap between HOMO and LUMO (alpha / beta), eV: 7.40 / 7.38
HOMO level (alpha / beta), eV: -9.71 / -9.71
Energy, eV: -138569.5895
Energy above the lowest of the compared OMol25 structures with the same formula, charge and spin, eV: 1.504